[1]
The following is a quantum chemistry calculation of 2 unconnected molecules or ions with the total composition C9H19BNO2 at a distorted geometry, from the Open Molecules 2025 dataset.

Last column: natural (NBO) charge in e.
CARTESIAN COORDINATES (ANGSTROEM)
B -0.260 0.187 -0.901  0.994
C 1.847 -2.673 -3.673  -0.318
C 0.522 -2.540 -3.424  -0.280
C 0.144 0.738 1.241  0.252
C -0.843 1.766 0.567  0.252
C 1.564 1.275 1.390  -0.637
C -0.339 0.149 2.556  -0.635
C -0.445 3.228 0.670  -0.635
C -2.299 1.589 0.994  -0.637
C -0.119 -2.596 -2.189  -0.050
N 0.661 -2.927 -0.975  -0.720
O 0.213 -0.352 0.236  -0.822
O -0.791 1.383 -0.850  -0.738
H 2.223 -2.613 -4.676  0.232
H 2.595 -2.857 -2.915  0.167
H -0.136 -2.354 -4.261  0.253
H 2.213 0.479 1.744  0.222
H 1.583 2.081 2.114  0.234
H 1.948 1.636 0.440  0.221
H -1.258 -0.416 2.431  0.224
H -0.511 0.945 3.272  0.235
H 0.423 -0.514 2.959  0.223
H 0.515 3.424 0.205  0.227
H -0.411 3.536 1.710  0.225
H -1.194 3.826 0.156  0.237
H -2.601 0.548 0.942  0.211
H -2.931 2.155 0.315  0.238
H -2.453 1.965 1.998  0.227
H -1.185 -2.637 -2.078  0.235
H 0.584 -2.175 -0.266  0.482
H 1.641 -3.004 -1.277  0.440
H 0.372 -3.819 -0.560  0.440

- 2S+1: 1
- Maximum force: 1.45 eV/A
- Net charge: +1
- DFT total energy: -15895.14281 eV
- Frontier orbital gap (spin up / spin down): 0.246 / 0.317 hartree
- ΔE to the lowest compared entry with this formula, charge and spin: 0.0 kJ/mol

[2]
The following is a quantum chemistry calculation of a molecular structure, C30H48P2RuS at a distorted geometry, from the Open Molecules 2025 dataset.

Last column: Mulliken charge in e.
CARTESIAN COORDINATES (ANGSTROEM)
Ru 0.468 0.027 1.250  -0.461
C -0.689 -0.344 3.045  0.074
C -1.220 -1.609 2.571  1.117
C 1.029 -1.940 3.007  1.606
C 0.734 -0.570 3.361  -0.113
C -0.167 -2.558 2.551  0.808
C -1.472 0.785 3.609  -1.499
H -2.499 0.779 3.237  0.346
H -1.002 1.744 3.354  0.280
H -1.509 0.716 4.708  0.353
C 1.491 0.249 4.334  -1.488
H 1.186 1.298 4.280  0.316
H 2.569 0.183 4.165  0.247
H 1.295 -0.110 5.354  0.314
C 2.333 -2.605 3.220  -1.443
H 2.442 -2.986 4.249  0.325
H 3.152 -1.894 3.040  0.118
H 2.464 -3.455 2.537  0.412
C -0.289 -3.989 2.172  -1.800
H -0.268 -4.642 3.057  0.372
H 0.538 -4.305 1.520  0.371
H -1.231 -4.178 1.648  0.436
C -2.645 -1.899 2.306  -1.830
H -3.071 -2.543 3.094  0.402
H -2.783 -2.429 1.351  0.400
H -3.232 -0.975 2.283  0.355
C -2.013 3.189 -2.924  -0.099
C -3.193 3.064 -2.300  -0.445
C -4.451 2.623 -2.998  -1.000
C -4.306 1.400 -3.950  -0.903
C -3.265 0.396 -3.562  -0.177
C -2.009 0.409 -4.031  -0.412
C -1.396 1.549 -4.816  -0.586
C -1.837 2.974 -4.399  -1.257
H -4.857 3.464 -3.584  0.433
H -4.148 1.755 -4.980  0.261
H -5.218 2.374 -2.245  0.336
H -2.757 3.249 -4.939  0.316
H -1.142 3.611 -2.411  0.749
H -3.344 3.460 -1.289  0.599
H -1.057 3.673 -4.736  0.416
H -0.296 1.493 -4.742  0.306
H -1.383 -0.489 -3.957  0.495
H -1.642 1.408 -5.883  0.474
H -5.273 0.875 -3.947  0.430
H -3.635 -0.452 -2.979  0.419
P -0.659 1.429 -0.046  0.955
P 0.773 -1.333 -0.563  1.079
C -0.043 1.077 -1.743  0.735
C 0.917 -0.109 -1.924  -0.912
H 0.419 1.995 -2.128  0.940
H -0.961 0.920 -2.319  -1.553
H 0.721 -0.631 -2.874  0.626
H 1.959 0.250 -1.958  0.074
C 2.199 -2.442 -0.564  -0.834
H 2.060 -3.249 0.170  0.162
H 3.119 -1.905 -0.302  -0.013
H 2.325 -2.886 -1.559  0.494
C -0.664 -2.361 -0.943  -1.401
H -0.851 -2.393 -2.023  0.615
H -1.562 -1.977 -0.447  0.052
H -0.491 -3.378 -0.580  0.470
C -0.411 3.172 0.308  -1.402
H -0.454 3.304 1.399  0.384
H -1.184 3.787 -0.171  0.431
H 0.586 3.482 -0.033  0.437
C -2.401 0.992 0.099  -0.616
H -2.525 -0.100 0.125  -0.020
H -2.994 1.393 -0.727  -0.230
H -2.780 1.396 1.044  0.445
S 2.475 1.185 0.864  -0.309
C 3.996 0.338 0.985  0.887
C 4.590 0.135 2.251  -0.844
C 5.805 -0.549 2.356  -0.418
C 6.466 -0.995 1.208  -0.611
C 5.930 -0.725 -0.050  -0.318
C 4.717 -0.046 -0.169  -0.765
H 4.105 0.562 3.125  0.576
H 6.243 -0.728 3.344  0.398
H 7.412 -1.543 1.298  0.375
H 6.464 -1.046 -0.945  0.410
H 4.299 0.203 -1.142  0.331

- 2S+1: 6
- Maximum force: 2.94 eV/A
- <S²>: 8.7849
- Net charge: +1
- DFT total energy: -63874.66668 eV
- Frontier orbital gap (spin up / spin down): 0.252 / 0.205 hartree